Below is C55H50OP2PdS2 as an isolated structure in a non-equilibrium geometry, with properties calculated with ωB97M-V/def2-TZVPD.

Structure (XYZ):
```
111
Properties=species:S:1:pos:R:3:forces:R:3
C 3.846 -3.611 0.099 0.18 -0.02 -0.38
C 2.964 -3.449 1.321 0.59 0.48 0.05
C 2.302 -4.743 1.683 -0.67 -0.81 0.01
O 2.010 -2.379 0.995 -0.53 0.25 0.19
C 1.303 -1.792 2.008 0.70 -0.35 0.05
S 0.193 -0.516 1.644 0.50 -0.69 0.17
S 1.571 -2.277 3.562 -0.20 0.44 0.59
H 4.565 -4.426 0.247 -0.18 0.09 0.17
H 3.254 -3.880 -0.787 0.07 0.18 0.15
H 4.444 -2.715 -0.103 -0.25 -0.07 -0.03
H 3.588 -3.112 2.162 -0.32 0.08 -0.19
H 3.055 -5.543 1.763 -0.11 0.32 0.05
H 1.749 -4.683 2.628 0.23 -0.02 -0.29
H 1.595 -5.054 0.902 0.14 0.13 0.06
C -2.125 -1.905 5.196 0.01 0.12 -0.30
C -0.961 -1.152 5.368 0.01 0.34 0.29
C -0.830 0.107 4.795 -0.52 0.02 0.08
C -1.863 0.655 3.996 -0.20 -0.93 0.71
C -1.623 1.883 3.280 0.12 -0.46 -0.03
C -2.414 2.260 2.217 -0.25 0.28 -0.46
C -2.196 3.290 1.308 -0.76 0.09 0.10
C -1.405 4.466 1.438 0.64 1.26 -0.08
C -1.312 5.374 0.329 0.23 -0.62 0.47
C -0.364 6.385 0.303 -0.08 -0.07 0.46
C 0.487 6.573 1.407 -0.15 -0.24 -0.19
C 0.289 5.822 2.574 -0.24 0.11 0.00
C -0.704 4.838 2.622 0.23 0.12 -0.46
Pd 0.302 -0.591 -0.669 -0.29 0.27 -0.55
P -1.523 -1.751 -1.180 0.57 0.44 0.88
C -3.077 -1.090 -0.499 -0.55 -0.25 0.28
C -3.855 -1.795 0.435 -0.08 0.24 -0.26
C -5.107 -1.314 0.821 0.00 0.09 -0.01
C -5.603 -0.125 0.287 0.16 -0.04 -0.15
C -4.802 0.618 -0.587 0.18 -0.13 0.10
C -3.529 0.163 -0.943 -0.23 -0.18 0.03
C -1.757 -1.707 -2.972 -0.62 -0.52 -0.42
C -2.942 -2.228 -3.519 0.23 0.17 -0.40
C -3.192 -2.097 -4.886 0.12 0.08 -0.01
C -2.277 -1.428 -5.713 0.06 0.00 0.45
C -1.099 -0.912 -5.162 -0.07 -0.13 0.01
C -0.822 -1.071 -3.801 -0.33 -0.09 0.00
C -1.313 -3.431 -0.540 -0.19 -0.67 -0.42
C -1.103 -4.512 -1.411 -0.17 -0.02 0.53
C -0.983 -5.804 -0.887 0.10 -0.01 -0.05
C -1.065 -6.030 0.492 -0.11 0.20 -0.22
C -1.204 -4.941 1.360 -0.01 -0.04 -0.11
C -1.284 -3.649 0.849 -0.10 0.08 -0.07
P 1.871 0.926 -1.171 -0.41 -0.02 0.78
C 2.655 1.332 0.423 0.74 0.15 0.15
C 3.729 0.567 0.899 -0.24 0.45 0.17
C 4.253 0.823 2.166 0.06 0.12 0.02
C 3.768 1.883 2.939 -0.06 -0.20 -0.21
C 2.673 2.617 2.481 -0.05 -0.03 -0.12
C 2.082 2.317 1.255 0.37 -0.31 -0.19
C 2.966 0.257 -2.457 1.15 0.39 -0.31
C 3.364 1.048 -3.552 -0.13 -0.37 0.25
C 3.906 0.449 -4.688 0.13 -0.31 -0.01
C 4.146 -0.931 -4.718 -0.21 0.21 0.27
C 3.882 -1.699 -3.576 0.15 0.05 0.01
C 3.317 -1.108 -2.445 -0.36 0.30 -0.21
C 1.323 2.558 -1.719 0.45 0.52 -0.28
C 2.249 3.614 -1.637 -0.40 0.26 -0.36
C 1.932 4.859 -2.177 0.05 -0.14 0.07
C 0.693 5.057 -2.786 -0.14 -0.04 -0.02
C -0.250 4.029 -2.810 0.14 -0.08 0.12
C 0.053 2.777 -2.269 0.39 0.14 0.07
C -3.047 -0.124 3.847 0.19 0.38 -0.22
C -3.151 -1.401 4.389 -0.01 0.37 0.23
H -2.236 -2.869 5.691 0.09 0.15 -0.21
H -0.137 -1.551 5.961 -0.28 0.11 -0.18
H 0.090 0.683 4.914 -0.13 -0.27 -0.05
H -0.715 2.442 3.500 -0.13 -0.36 -0.02
H -3.302 1.663 1.997 0.49 -0.15 -0.12
H -2.783 3.231 0.389 0.04 0.07 0.21
H -2.009 5.239 -0.498 0.33 -0.08 0.03
H -0.287 7.038 -0.566 0.00 -0.17 0.22
H 1.272 7.328 1.356 -0.22 -0.19 0.10
H 0.902 6.036 3.462 -0.43 -0.09 -0.42
H -0.985 4.386 3.571 0.34 -0.05 -0.27
H -3.492 -2.730 0.854 -0.18 0.15 -0.18
H -5.711 -1.891 1.524 0.18 0.17 -0.18
H -6.611 0.218 0.533 0.36 -0.09 -0.02
H -5.178 1.547 -1.010 0.11 -0.11 0.14
H -2.892 0.766 -1.591 -0.20 -0.19 0.02
H -3.667 -2.724 -2.867 0.20 0.16 -0.23
H -4.112 -2.503 -5.305 0.20 0.09 0.05
H -2.487 -1.300 -6.776 0.06 -0.06 0.34
H -0.387 -0.369 -5.786 -0.17 -0.20 0.10
H 0.103 -0.682 -3.357 -0.33 -0.09 -0.17
H -1.044 -4.324 -2.483 -0.09 -0.19 0.20
H -0.832 -6.643 -1.572 -0.06 0.25 0.27
H -1.024 -7.049 0.881 0.05 0.34 -0.11
H -1.258 -5.088 2.442 0.13 0.02 -0.38
H -1.327 -2.791 1.526 -0.08 -0.30 -0.14
H 4.155 -0.216 0.273 -0.08 0.12 0.17
H 5.066 0.197 2.535 -0.14 0.23 -0.05
H 4.231 2.139 3.894 -0.15 -0.19 -0.26
H 2.277 3.447 3.070 0.06 -0.29 -0.10
H 1.183 2.844 0.934 0.26 0.01 0.05
H 3.253 2.130 -3.489 -0.18 -0.29 -0.26
H 4.140 1.061 -5.558 0.02 -0.12 0.20
H 4.540 -1.404 -5.621 -0.10 0.17 0.32
H 4.109 -2.773 -3.571 -0.08 0.48 0.02
H 3.098 -1.697 -1.555 -0.13 0.06 -0.31
H 3.222 3.462 -1.163 -0.32 -0.01 -0.16
H 2.659 5.669 -2.125 -0.19 -0.16 -0.04
H 0.451 6.024 -3.235 0.07 -0.29 0.17
H -1.230 4.195 -3.248 0.11 0.02 0.01
H -0.683 1.969 -2.268 0.26 0.14 -0.06
H -3.895 0.297 3.293 0.39 -0.35 0.16
H -4.061 -1.980 4.214 0.27 0.18 0.14
```
Forces are in eV/Å.

Energy relative to the best compared isomer or geometry (same formula, charge and spin) = 34.8 kJ/mol
Molar mass = 959.5 g mol⁻¹
LUMO energy = -2.37 eV
Net charge = 0
Orbital gap = 2.7 eV
E_tot = -103619.7633 eV

Atom charges from the Mulliken analysis, given in e for atoms 1 to 99: -1.514, 0.411, -1.339, -0.128, -0.807, 0.830, -0.318, 0.515, 0.278, 0.278, 0.408, 0.500, 0.260, 0.153, -0.588, -0.289, -0.417, 0.391, -0.182, 0.402, -0.802, 0.850, -0.509, -0.549, -0.490, -0.571, -0.412, 0.862, 1.454, 0.571, -0.318, -0.707, -0.568, -0.573, -0.383, -0.079, -0.425, -0.657, -0.480, -0.668, -0.405, 0.718, -0.908, -0.501, -0.759, -1.175, -0.479, 0.707, 0.336, -0.619, -0.460, -0.970, -0.576, 0.036, 0.391, -0.630, -0.663, -0.639, -0.638, 0.433, 0.166, -0.446, -0.807, -0.592, -0.584, -0.126, -0.146, -0.565, 0.400, 0.382, 0.204, -0.077, -0.296, 0.152, 0.383, 0.420, 0.401, 0.403, 0.820, 0.465, 0.426, 0.341, 0.421, 0.175, 0.409, 0.396, 0.376, 0.436, 0.301, 0.398, 0.380, 0.366, 0.436, 0.850, 0.262, 0.413, 0.366, 0.392, 0.543



Below is C55H53BO18Si2 as an isolated structure, with properties calculated with ωB97M-V/def2-TZVPD.

Structure (XYZ):
```
129
Properties=species:S:1:pos:R:3:forces:R:3
C -1.484 -2.389 4.810 0.19 -0.16 -0.34
C -1.103 -2.198 3.336 -0.33 -0.16 0.25
C -1.826 -1.014 2.665 0.34 -0.43 -0.15
C -0.967 0.194 2.334 -0.50 0.65 0.17
C -0.466 0.965 3.578 0.07 -0.02 -0.04
Si 1.411 1.012 3.571 0.36 0.43 -0.10
O 2.087 1.476 5.038 -0.37 -0.34 0.02
Si 1.738 0.696 6.448 -0.04 -0.07 0.27
B 2.291 -0.664 2.843 0.11 -0.04 -0.17
O 2.541 -1.709 3.689 -0.47 -0.03 0.12
C 2.713 -0.846 1.332 0.24 -0.44 -0.06
C 1.629 -1.572 0.487 -0.06 0.22 0.57
H -1.249 -3.406 5.123 0.07 0.01 0.17
H -2.559 -2.259 4.932 -0.04 0.06 0.14
H -0.952 -1.700 5.464 -0.09 0.09 0.09
H -0.018 -2.129 3.257 0.02 0.12 -0.09
H -1.390 -3.111 2.811 0.07 -0.04 -0.08
H -2.290 -1.369 1.743 -0.05 0.05 -0.05
H -2.643 -0.709 3.322 -0.07 0.17 -0.06
H -0.142 -0.057 1.664 -0.02 -0.21 -0.05
H -1.603 0.881 1.769 0.05 -0.01 -0.16
H -0.935 0.577 4.481 0.15 -0.13 0.10
H -0.787 2.006 3.505 0.00 0.06 0.10
H 1.750 2.102 2.618 0.04 0.03 0.01
H 2.200 -0.706 6.424 0.05 0.00 -0.05
H 2.359 1.373 7.605 0.08 0.13 -0.10
H 0.275 0.680 6.669 -0.02 0.03 -0.01
H 2.790 -2.490 3.183 0.45 -0.05 0.00
H 3.034 0.084 0.868 -0.16 0.08 -0.11
H 3.598 -1.496 1.336 0.09 0.04 0.06
H 0.911 -2.049 1.159 -0.12 -0.14 -0.16
H 2.049 -2.358 -0.133 0.08 0.07 -0.17
H 1.085 -0.853 -0.119 -0.06 -0.08 -0.15
C -3.584 3.353 8.622 0.10 0.04 0.01
C -3.387 2.040 8.551 -0.01 -0.02 -0.03
C -2.032 1.457 8.722 0.00 0.00 -0.01
O -1.848 0.261 8.655 0.00 -0.01 0.01
C -0.908 2.395 8.977 0.02 0.02 0.01
C -1.106 3.709 9.049 -0.01 -0.03 -0.01
C -2.462 4.291 8.878 0.01 -0.01 -0.02
O -2.645 5.488 8.942 0.00 0.01 -0.01
H -4.564 3.792 8.505 -0.02 0.02 0.05
H -4.196 1.345 8.370 -0.01 0.00 0.02
H 0.070 1.948 9.097 -0.01 -0.03 0.00
H -0.302 4.410 9.231 -0.02 0.02 0.00
C 0.420 -5.751 3.593 -0.07 0.00 0.09
C 1.450 -5.182 2.980 0.02 0.03 -0.01
C 1.961 -5.694 1.686 -0.02 -0.01 0.00
O 2.899 -5.161 1.132 0.00 0.05 -0.01
C 1.279 -6.875 1.104 -0.01 -0.01 -0.02
C 0.247 -7.454 1.714 -0.01 0.21 0.16
C -0.266 -6.932 3.008 0.01 -0.01 -0.06
O -1.212 -7.445 3.565 -0.01 0.00 0.00
H 0.035 -5.384 4.536 -0.03 -0.04 0.00
H 1.960 -4.323 3.395 -0.01 -0.04 0.04
H 1.670 -7.237 0.162 0.02 -0.03 0.00
H -0.261 -8.314 1.307 0.02 -0.06 -0.02
C 3.367 3.049 -1.435 -0.01 0.02 0.04
C 4.158 3.613 -2.344 -0.02 -0.01 0.02
C 4.336 3.010 -3.692 -0.05 -0.06 -0.04
O 5.055 3.528 -4.518 0.01 0.05 0.00
C 3.602 1.752 -3.986 0.01 0.06 0.01
C 2.810 1.191 -3.076 0.12 -0.10 0.17
C 2.630 1.797 -1.735 0.33 0.09 -0.16
O 1.898 1.284 -0.912 0.12 0.18 0.23
H 3.219 3.468 -0.448 -0.01 -0.02 0.01
H 4.704 4.528 -2.153 0.02 0.00 -0.02
H 3.744 1.326 -4.972 0.04 0.00 -0.01
H 2.261 0.277 -3.269 0.20 0.18 0.02
C 3.107 3.090 -9.990 0.01 0.00 0.01
C 3.831 2.322 -9.181 0.00 0.01 -0.02
C 3.221 1.670 -7.995 -0.03 0.01 0.03
O 3.881 0.974 -7.253 0.04 -0.03 -0.01
C 1.776 1.901 -7.746 -0.03 0.01 0.02
C 1.053 2.668 -8.557 0.02 -0.02 0.00
C 1.662 3.321 -9.742 -0.02 0.00 0.04
O 1.002 4.024 -10.479 0.00 -0.03 -0.04
H 3.529 3.579 -10.859 -0.02 0.01 -0.01
H 4.886 2.139 -9.338 0.00 -0.01 0.03
H 1.354 1.414 -6.876 0.04 -0.02 0.02
H -0.001 2.855 -8.397 0.00 0.03 -0.02
C 1.974 -12.054 -2.636 0.00 0.01 0.02
C 2.041 -11.319 -1.529 0.01 -0.02 -0.02
C 0.932 -10.415 -1.140 0.01 0.00 0.03
O 0.995 -9.742 -0.131 0.01 -0.06 -0.11
C -0.256 -10.359 -2.026 -0.01 -0.01 -0.02
C -0.325 -11.093 -3.133 0.00 0.02 0.02
C 0.785 -12.000 -3.526 0.00 0.00 0.00
O 0.723 -12.669 -4.532 0.00 -0.01 -0.02
H 2.770 -12.720 -2.942 -0.01 -0.01 -0.02
H 2.896 -11.342 -0.865 -0.01 0.02 0.02
H -1.053 -9.692 -1.720 0.01 0.01 0.02
H -1.180 -11.069 -3.796 0.01 -0.02 -0.02
C 2.964 8.832 -8.648 0.01 0.02 -0.01
C 3.733 9.430 -9.554 -0.02 -0.01 0.02
C 3.881 8.877 -10.925 0.00 0.00 -0.01
O 4.584 9.421 -11.748 0.01 0.01 -0.01
C 3.136 7.633 -11.246 0.00 0.00 0.03
C 2.365 7.034 -10.342 0.01 0.01 -0.03
C 2.221 7.587 -8.971 0.01 -0.01 0.00
O 1.524 7.040 -8.143 0.01 -0.02 0.02
H 2.843 9.214 -7.642 -0.02 -0.02 0.01
H 4.284 10.337 -9.342 0.01 0.00 -0.03
H 3.259 7.250 -12.251 0.01 0.02 -0.01
H 1.813 6.127 -10.555 -0.02 0.03 0.00
C -1.558 0.424 -1.591 0.05 0.00 0.02
C -0.509 0.511 -2.402 -0.04 0.13 -0.17
C -0.404 -0.328 -3.620 -0.26 -0.05 0.13
O 0.556 -0.248 -4.359 -0.19 -0.14 -0.28
C -1.518 -1.270 -3.901 0.01 -0.02 -0.01
C -2.567 -1.359 -3.087 0.03 0.00 -0.03
C -2.670 -0.520 -1.865 0.05 0.02 0.05
O -3.623 -0.605 -1.122 -0.02 -0.03 -0.01
H -1.640 1.026 -0.695 -0.06 -0.02 0.01
H 0.315 1.188 -2.212 -0.35 -0.17 -0.04
H -1.421 -1.871 -4.795 0.02 0.00 -0.01
H -3.388 -2.040 -3.270 -0.02 0.01 0.02
C -7.368 4.291 5.295 0.02 -0.01 0.01
C -6.668 3.665 6.236 -0.01 0.00 -0.01
C -7.314 3.185 7.483 -0.03 -0.03 0.00
O -6.677 2.615 8.345 -0.01 0.00 -0.04
C -8.770 3.426 7.641 -0.02 0.01 -0.01
C -9.471 4.052 6.700 0.01 -0.01 0.02
C -8.826 4.534 5.452 0.00 0.00 0.00
O -9.464 5.102 4.594 -0.01 0.01 -0.01
H -6.920 4.651 4.377 -0.02 0.01 -0.01
H -5.606 3.476 6.140 0.00 -0.02 0.02
H -9.216 3.066 8.559 0.03 -0.01 0.01
H -10.533 4.240 6.793 0.00 0.01 -0.03
```
Forces are in eV/Å.

Molar mass = 1069.0 g mol⁻¹
LUMO energy = -1.85 eV
Net charge = 0
Orbital gap = 7.4 eV
E_tot = -111174.6475 eV

Atom charges from the Mulliken analysis, given in e for atoms 1 to 99: -1.360, 0.722, -1.256, 0.824, -0.744, 0.335, -0.217, 0.530, 0.229, -0.659, -0.423, -0.056, 0.282, 0.399, 0.222, -0.414, 0.413, 0.271, 0.474, -0.615, 0.240, 0.401, 0.447, -0.294, -0.179, -0.253, -0.090, 0.241, 0.110, 0.271, 0.093, 0.359, -0.242, -0.199, -0.287, 0.210, -0.563, -0.363, -0.440, 0.253, -0.563, 0.426, 0.484, 0.563, 0.434, -0.524, -0.065, 0.413, -0.571, -0.360, -0.277, 0.264, -0.555, 0.508, 0.251, 0.427, 0.488, -0.570, -0.404, 0.187, -0.573, -0.396, -0.239, 0.450, -0.403, 0.445, 0.422, 0.667, 0.473, -0.309, -0.419, 0.387, -0.577, -0.216, -0.561, 0.447, -0.607, 0.444, 0.429, 0.549, 0.431, -0.388, -0.364, 0.401, -0.446, -0.210, -0.450, 0.335, -0.535, 0.396, 0.424, 0.428, 0.401, -0.378, -0.355, 0.357, -0.545, -0.467, -0.223